Record 1
Computed, not measured: the molecule C13H24ClN5O, with ωB97M-V with the def2-TZVPD basis set.

Values from the calculation:
- Lowest unoccupied orbital energy: 0.70 eV
- Frontier orbital gap: 9.8469 eV
- ΔE to the lowest compared entry with this formula, charge and spin: 4.34 kcal/mol
- SMILES string: CCCCCCNc1nc(Cl)nc(NC(C)(C)CO)n1

Geometry as ORCA input:
```
! wB97M-V def2-TZVPD RIJCOSX def2/J DEFGRID3
* xyz 0 1
C 0.96 -1.69 1.53
C 2.39 -1.26 1.87
C 3.44 -2.01 1.05
C 3.55 -1.52 -0.39
C 4.30 -0.18 -0.52
H 5.31 -0.35 -0.89
C 3.59 0.79 -1.47
N 2.40 1.35 -0.87
C 1.16 0.90 -1.08
N 0.19 1.42 -0.33
C -1.04 0.95 -0.57
N -2.02 1.45 0.19
H -1.71 2.13 0.86
C -3.43 1.07 0.17
C -4.04 1.35 -1.20
H -5.05 0.96 -1.23
H -3.45 0.86 -1.97
H -4.07 2.42 -1.40
C -4.12 1.91 1.24
H -5.20 1.75 1.21
H -3.94 2.97 1.07
H -3.75 1.66 2.24
C -3.54 -0.44 0.50
O -4.86 -0.88 0.64
H -5.25 -0.47 1.42
H -2.95 -0.65 1.40
H -3.12 -1.00 -0.33
N -1.32 0.02 -1.50
C -0.28 -0.39 -2.19
N 0.97 -0.02 -2.05
Cl -0.59 -1.57 -3.39
H 2.50 1.98 -0.09
H 3.29 0.28 -2.38
H 4.26 1.62 -1.72
H 4.38 0.29 0.46
H 4.07 -2.28 -0.99
H 2.55 -1.42 -0.81
H 3.18 -3.07 1.05
H 4.42 -1.91 1.54
H 2.49 -0.19 1.70
H 2.56 -1.45 2.93
H 0.25 -1.12 2.11
H 0.74 -1.52 0.47
H 0.82 -2.74 1.73
*
```

Atomic partial charges in e from the Löwdin method, atoms 1 to 4: -0.10, -0.26, -0.22, -0.20


Record 2
Computed, not measured: a structure of composition C13H24I2O3S3TiY at a distorted geometry, with ωB97M-V with the def2-TZVPD basis set.

Values from the calculation:
- Lowest unoccupied orbital energy (spin up / spin down): -15.89 / -15.39 eV
- Frontier orbital gap (spin up / spin down): 4.6151 / 5.1385 eV
- ⟨S²⟩: 0.79

Geometry as ORCA input:
```
! wB97M-V def2-TZVPD RIJCOSX def2/J DEFGRID3
* xyz 4 2
I -0.29 -4.05 -0.36
I -0.29 -3.39 -3.09
Ti 0.39 0.52 -2.11
Y 0.22 -0.21 0.96
S 1.69 -1.02 -1.03
S -1.36 -0.65 -1.20
C 2.16 0.16 2.31
C 3.64 -0.74 -0.94
C -3.00 0.33 -0.64
C 4.08 -1.09 -2.34
C 3.97 0.67 -0.55
C 4.08 -1.76 0.08
C -3.67 0.15 -2.00
C -2.80 1.77 -0.23
C -3.61 -0.53 0.45
C 1.94 1.56 -3.09
C -0.84 2.02 -2.95
O 3.01 0.26 3.11
O 2.73 2.10 -3.76
O -1.48 2.78 -3.55
H 3.68 -0.38 -3.09
H 3.71 -2.10 -2.62
H 5.19 -1.08 -2.39
H 3.59 1.41 -1.26
H 5.08 0.74 -0.53
H 3.59 0.92 0.46
H 3.69 -1.53 1.09
H 5.18 -1.77 0.13
H 3.72 -2.77 -0.19
H -4.71 0.52 -1.91
H -3.65 -0.93 -2.27
H -3.11 0.72 -2.77
H -3.82 2.18 -0.09
H -2.26 2.36 -0.99
H -2.27 1.88 0.74
H -4.66 -0.19 0.62
H -3.07 -0.45 1.42
H -3.60 -1.61 0.17
C -2.70 1.48 3.90
S -1.35 0.82 2.85
C -1.06 -0.77 3.71
H -3.02 2.44 3.44
H -2.22 1.63 4.87
H -3.51 0.75 3.96
H -0.60 -0.47 4.66
H -2.04 -1.25 3.90
H -0.38 -1.44 3.13
*
```

Atomic partial charges in e from the Löwdin method, atoms 1 to 4: 0.31, 0.36, 0.37, 1.00